# 1
DFT (the ωB97M-V functional and the def2-TZVPD basis) results for a cluster of 7 separate species, C17H46N2O19S5 in total.

Element x y z (Å)
C  0.385  7.597  -0.027
N  0.398  6.637  1.166
O  -0.664  6.455  1.759
O  1.410  6.041  1.341
H  0.519  8.607  0.361
H  -0.632  7.470  -0.399
H  1.105  7.362  -0.811
C  8.444  -6.211  -1.293
N  7.380  -7.164  -0.916
O  7.239  -8.159  -1.567
O  6.634  -6.798  -0.019
H  8.132  -5.264  -0.853
H  8.539  -5.906  -2.335
H  9.394  -6.564  -0.891
O  4.600  -0.436  6.360
S  4.595  0.293  5.096
O  4.737  -0.426  3.831
O  3.302  1.402  5.087
C  2.871  1.992  6.301
C  2.051  3.184  6.043
C  5.990  1.430  5.068
H  3.604  2.211  7.077
H  2.241  1.168  6.635
H  1.361  3.219  6.886
H  1.415  3.138  5.159
H  2.600  4.109  5.866
H  5.901  2.201  5.833
H  6.018  1.940  4.105
H  6.869  0.797  5.183
O  -0.415  -3.749  -1.065
S  0.576  -2.674  -0.752
O  1.081  -1.853  -1.874
O  0.043  -1.694  0.421
C  0.940  -0.662  0.863
C  0.084  0.586  0.739
C  2.088  -3.347  -0.046
H  1.847  -0.533  0.272
H  1.205  -0.894  1.894
H  -0.843  0.538  1.309
H  -0.310  0.693  -0.271
H  0.617  1.518  0.927
H  2.769  -2.513  0.125
H  2.530  -4.039  -0.762
H  1.724  -3.826  0.862
O  -1.057  -10.243  -4.696
S  0.327  -10.644  -4.984
O  1.022  -10.103  -6.216
O  1.317  -10.331  -3.695
C  0.819  -10.377  -2.426
C  1.899  -9.861  -1.535
C  0.543  -12.466  -5.033
H  0.481  -11.333  -2.024
H  -0.030  -9.706  -2.295
H  1.398  -9.335  -0.722
H  2.583  -9.235  -2.108
H  2.371  -10.705  -1.031
H  1.614  -12.547  -5.221
H  -0.191  -12.743  -5.790
H  0.360  -12.707  -3.986
O  -6.908  9.381  3.269
S  -7.458  8.873  1.982
O  -7.347  9.712  0.773
O  -6.775  7.375  1.559
C  -6.199  6.551  2.621
C  -5.447  5.413  2.071
C  -9.267  8.423  2.190
H  -6.884  6.396  3.455
H  -5.504  7.274  3.048
H  -4.851  5.680  1.198
H  -6.150  4.679  1.677
H  -4.751  4.917  2.747
H  -9.405  8.088  3.217
H  -9.374  7.685  1.394
H  -9.820  9.353  2.064
O  -1.670  4.978  -5.243
S  -1.753  3.953  -4.176
O  -2.514  4.218  -2.979
O  -2.319  2.505  -4.830
C  -3.617  2.509  -5.297
C  -4.528  2.105  -4.107
C  -0.144  3.416  -3.655
H  -3.568  1.802  -6.125
H  -3.925  3.479  -5.687
H  -4.326  2.709  -3.223
H  -4.235  1.082  -3.872
H  -5.570  2.121  -4.427
H  0.074  3.503  -2.591
H  0.629  3.944  -4.213
H  -0.228  2.335  -3.768

Atomic forces in eV per Å
C -1.2 0.0 0.5
N -1.7 0.4 -1.4
O 1.1 0.5 -0.3
O 1.5 -0.8 0.8
H 0.0 -0.1 0.0
H 0.1 0.3 -0.1
H 0.2 -0.3 0.6
C 0.5 1.6 0.5
N -1.0 1.2 -0.3
O 0.2 -1.0 -0.3
O 0.4 -0.4 0.0
H 0.3 -0.2 0.6
H -0.3 -1.3 -0.3
H -0.2 0.0 -0.1
O -0.5 1.0 -1.6
S 0.6 0.5 0.2
O -1.4 1.1 1.8
O 3.1 -1.6 -2.1
C -0.8 -1.9 0.7
C -1.0 1.0 -0.7
C -0.4 0.1 0.0
H 0.6 -0.3 -0.4
H -0.2 0.4 1.0
H 0.1 0.7 0.1
H 0.0 -0.6 -0.1
H 0.2 0.0 0.6
H 0.1 -0.3 0.2
H -0.1 -0.3 0.0
H 0.0 0.2 0.1
O 2.3 3.1 1.6
S 0.1 -0.8 -3.2
O -1.3 -0.9 1.8
O 0.2 -2.1 -1.1
C -0.7 1.3 0.3
C -0.3 0.6 -0.4
C -1.1 0.0 0.2
H -0.2 -0.4 -0.2
H 0.1 0.0 0.0
H 0.3 -0.1 0.5
H 0.4 -0.3 -0.3
H 0.1 -0.1 0.4
H -0.1 -0.2 0.2
H -0.3 0.0 0.1
H 0.6 -0.2 0.1
O 2.5 -0.8 -0.2
S 0.9 1.3 -2.7
O -2.0 -1.4 4.0
O -0.3 -0.5 -3.7
C -1.5 1.0 2.3
C 0.1 -0.3 1.2
C -0.2 2.5 0.7
H 0.0 -0.6 -0.7
H -0.3 0.0 -0.5
H 0.3 0.5 0.0
H 0.0 0.0 0.4
H 0.7 0.2 -0.3
H -0.3 -0.4 -0.5
H 0.4 -0.7 0.2
H -0.4 -0.7 -0.3
O -1.1 -1.5 -2.8
S 0.8 1.0 0.1
O -0.2 -2.0 2.3
O -1.5 1.4 0.3
C 1.0 3.1 1.2
C -0.2 -1.4 -1.4
C 2.0 0.5 0.0
H -0.5 -0.6 -0.4
H 0.4 -0.3 0.4
H 0.0 0.5 0.1
H 0.0 -0.4 0.1
H -0.3 0.2 0.4
H 0.1 -0.4 -0.3
H -0.6 0.1 0.3
H 0.1 -0.2 -0.3
O -0.2 -2.3 2.2
S -0.8 0.9 -1.2
O 0.1 0.1 -0.7
O 3.5 2.2 1.3
C -2.0 0.1 0.5
C 0.5 -0.6 -1.2
C 0.1 -0.7 0.0
H -0.6 -0.1 0.1
H 0.2 0.2 -0.2
H -0.2 0.2 -0.3
H -0.3 -0.1 0.2
H -0.1 0.1 0.3
H -0.7 0.7 0.0
H -0.2 -0.5 -0.3
H 0.6 0.0 -0.6

Results
gap between HOMO and LUMO: 10.77 eV
energy above the lowest of the compared OMol25 structures with the same formula, charge and spin: 92.47 kcal/mol
HOMO: -10.67 eV
E_tot: -114421.5483 eV
SMILES: CCOS(C)(=O)=O.CCOS(C)(=O)=O.CCOS(C)(=O)=O.CCOS(C)(=O)=O.CCOS(C)(=O)=O.C[N+](=O)[O-].C[N+](=O)[O-]
E_LUMO: 0.09 eV


# 2
DFT (the ωB97M-V functional and the def2-TZVPD basis) results for a structure of composition C17H46N3O8Zn.

Element x y z (Å)
Zn  0.964  4.975  -2.606
O  -1.302  0.616  -0.620
C  -0.721  1.692  -1.017
O  -1.376  2.691  -1.394
O  0.497  1.805  -1.254
H  -2.192  0.970  -0.688
C  -4.259  -3.838  4.361
C  -3.431  -2.558  4.562
C  -4.258  -1.278  4.702
O  -2.872  -2.735  5.851
H  -4.959  -3.740  3.531
H  -4.847  -4.117  5.235
H  -3.629  -4.675  4.060
H  -2.620  -2.502  3.836
H  -3.622  -0.397  4.619
H  -4.753  -1.295  5.673
H  -4.990  -1.219  3.896
H  -2.361  -1.935  5.997
C  5.667  0.956  -5.469
C  5.774  0.369  -6.930
C  5.226  -1.072  -7.035
O  5.381  -1.688  -8.320
C  4.893  -3.033  -8.328
N  5.127  1.269  -7.862
H  6.318  0.447  -4.758
H  4.635  0.996  -5.119
H  6.106  1.953  -5.493
H  6.846  0.367  -7.123
H  4.177  -0.978  -6.754
H  5.665  -1.716  -6.274
H  3.803  -3.046  -8.328
H  5.285  -3.576  -7.468
H  5.415  -3.441  -9.193
H  5.112  0.809  -8.761
H  5.724  2.049  -8.099
C  -8.484  4.036  0.686
C  -7.257  3.250  0.167
C  -7.576  1.796  -0.271
O  -6.366  1.030  -0.404
C  -6.515  -0.364  -0.545
N  -6.597  3.945  -0.939
H  -8.722  3.698  1.694
H  -9.321  3.933  -0.004
H  -8.192  5.082  0.786
H  -6.557  3.274  1.002
H  -8.157  1.692  -1.187
H  -8.196  1.327  0.492
H  -5.578  -0.906  -0.412
H  -6.956  -0.501  -1.532
H  -7.131  -0.734  0.274
H  -6.281  4.838  -0.589
H  -5.813  3.381  -1.236
C  5.122  -1.238  4.395
C  4.371  0.018  3.671
C  4.572  1.365  4.363
O  3.935  1.400  5.636
C  4.139  2.617  6.353
N  4.817  0.138  2.354
H  4.645  -1.366  5.366
H  6.177  -0.974  4.472
H  4.987  -2.173  3.850
H  3.295  -0.144  3.626
H  4.201  2.197  3.765
H  5.633  1.588  4.476
H  3.671  3.461  5.848
H  5.163  2.926  6.567
H  3.646  2.457  7.312
H  4.106  0.562  1.775
H  4.837  -0.819  2.032
C  1.278  -4.162  -0.139
O  -0.123  -4.036  -0.484
H  1.891  -3.705  -0.915
H  1.549  -3.734  0.826
H  1.638  -5.190  -0.104
H  -0.275  -3.089  -0.463

Atomic forces in eV per Å
Zn -0.1 -0.6 0.2
O 0.2 -0.4 0.6
C 0.3 1.2 -1.8
O -0.1 0.4 0.4
O 1.2 0.3 0.2
H -1.5 -0.9 0.4
C -0.1 0.2 -1.0
C -1.2 -0.6 1.2
C -0.1 -0.3 -1.1
O 1.1 -0.2 0.4
H -0.1 0.2 -0.1
H 0.2 0.2 0.1
H 0.2 0.0 0.4
H -0.2 0.2 -0.4
H 0.1 0.1 0.2
H -0.1 0.0 -0.2
H -0.2 0.2 0.0
H 0.3 0.0 0.5
C 0.4 -0.3 -1.0
C 0.7 -0.2 1.1
C -0.2 0.5 0.0
O -0.1 0.8 1.0
C 1.2 0.8 -0.1
N -0.2 -0.2 -0.7
H -0.3 -0.5 0.0
H 0.0 0.0 0.0
H -0.4 0.2 -0.1
H 0.3 -0.4 -0.1
H -0.5 -0.2 -0.2
H 0.4 0.1 0.1
H 0.0 -0.3 -0.3
H -0.1 -0.1 0.3
H -0.8 -0.4 -0.2
H -0.5 -0.5 -0.3
H 0.1 0.5 0.6
C 0.7 -0.5 -0.4
C -0.4 -0.3 -0.6
C 0.4 -0.6 0.8
O 0.8 1.3 0.5
C -0.8 0.5 0.2
N -0.4 -0.2 0.4
H -0.3 -0.2 -0.2
H -0.1 0.1 0.2
H -0.2 0.1 -0.2
H 0.2 -0.7 0.3
H 0.0 0.6 -0.3
H -0.1 0.0 0.4
H 0.3 0.5 -0.4
H -0.1 -0.8 0.1
H -0.5 -0.2 -0.2
H 0.2 0.2 -0.3
H 0.2 0.1 -0.3
C -1.4 2.2 -0.5
C 0.0 -0.9 2.7
C 0.2 0.2 1.1
O 0.6 0.1 -0.1
C -0.7 -0.3 0.1
N 0.7 -0.7 -2.2
H 0.4 0.0 0.1
H 0.0 -0.2 0.1
H 0.0 0.2 -0.3
H -0.4 -0.4 0.7
H -0.4 0.0 -0.5
H 0.4 -0.3 0.1
H -0.2 0.1 -0.2
H 0.4 -0.5 -0.3
H 0.0 0.2 -0.1
H 0.0 0.5 -0.1
H 0.5 -0.1 -0.6
C 0.1 0.0 -0.5
O 1.2 -0.3 0.6
H 0.1 0.3 0.0
H -0.3 0.2 0.1
H -0.8 -0.2 -0.1
H -0.3 0.0 -0.1

Results
gap between HOMO and LUMO: 1.71 eV
energy above the lowest of the compared OMol25 structures with the same formula, charge and spin: 218.09 kcal/mol
HOMO: -11.23 eV
E_tot: -87626.4278 eV
E_LUMO: -9.52 eV
charge: +1


# 3
DFT (the ωB97M-V functional and the def2-TZVPD basis) results for a structure of composition C17H47AsCl8F6O14P.

Element x y z (Å)
As  21.413  -2.084  21.127
F  21.224  -2.109  19.356
F  19.848  -2.945  21.313
F  21.506  -2.054  22.906
F  22.942  -1.030  20.937
F  20.512  -0.519  21.107
F  22.284  -3.621  21.114
C  24.549  -7.386  26.147
O  24.636  -6.074  26.838
P  25.368  -4.764  26.182
O  26.644  -5.042  25.488
O  24.169  -4.217  25.223
C  22.953  -3.876  25.789
O  25.385  -3.742  27.428
C  25.862  -2.432  27.242
H  25.200  -7.991  26.778
H  24.981  -7.414  25.146
H  23.521  -7.746  26.088
H  22.473  -3.151  25.132
H  23.046  -3.434  26.780
H  22.430  -4.813  25.982
H  26.485  -2.146  28.090
H  24.993  -1.783  27.130
H  26.561  -2.408  26.406
C  19.988  0.220  24.890
C  18.878  0.784  24.000
O  18.899  2.195  23.921
O  19.918  -1.211  24.965
H  19.912  0.690  25.871
H  20.988  0.461  24.528
H  17.862  0.601  24.351
H  18.981  0.343  23.009
H  18.085  2.595  24.237
H  20.492  -1.638  24.325
C  22.548  0.522  17.892
C  22.173  -0.353  16.659
O  23.256  -0.576  15.734
O  22.668  1.885  17.509
H  23.380  0.039  18.404
H  21.771  0.470  18.654
H  21.334  0.015  16.069
H  21.793  -1.315  17.004
H  23.587  0.272  15.430
H  23.218  1.912  16.722
C  23.235  -4.850  18.135
C  24.589  -5.062  17.438
O  24.719  -4.151  16.286
O  22.085  -4.946  17.263
H  23.166  -3.842  18.545
H  23.026  -5.498  18.987
H  24.563  -6.076  17.038
H  25.426  -4.938  18.125
H  23.919  -4.165  15.755
H  21.303  -4.814  17.804
C  21.280  2.779  21.535
C  22.664  3.125  20.966
O  22.913  4.506  21.009
O  21.299  2.554  22.931
H  20.881  1.887  21.051
H  20.573  3.596  21.393
H  22.809  2.669  19.987
H  23.370  2.654  21.650
H  22.474  4.857  20.231
H  20.397  2.436  23.239
C  18.803  -5.584  18.740
C  19.044  -6.952  18.107
O  19.905  -6.832  16.969
O  20.009  -4.915  19.108
H  18.258  -5.599  19.684
H  18.264  -4.929  18.056
H  18.085  -7.393  17.835
H  19.499  -7.583  18.870
H  20.604  -6.193  17.129
H  19.808  -4.217  19.736
C  16.799  -3.150  22.298
Cl  16.958  -1.442  22.634
Cl  16.464  -3.449  20.557
H  17.773  -3.594  22.502
H  16.023  -3.650  22.877
C  23.996  0.204  23.910
Cl  23.592  0.437  25.647
Cl  25.135  -1.161  23.749
H  23.056  -0.090  23.443
H  24.407  1.140  23.531
C  25.416  -5.041  21.668
Cl  24.755  -6.561  20.948
Cl  27.204  -4.971  21.542
H  24.996  -4.218  21.090
H  25.051  -5.015  22.695
C  21.125  -6.139  22.339
Cl  21.571  -6.479  23.983
Cl  20.142  -7.416  21.620
H  20.566  -5.203  22.324
H  22.057  -6.019  21.787

Atomic forces in eV per Å
As 0.2 2.3 -1.0
F 0.3 -0.4 1.5
F 1.0 0.2 -0.3
F 0.4 0.1 -1.1
F -2.0 -2.0 0.5
F 0.7 -1.6 0.4
F -0.5 1.3 0.0
C 1.1 0.8 0.7
O 0.3 0.7 -0.7
P -1.3 -1.1 -0.3
O -1.2 0.6 0.4
O 3.2 -0.2 -0.2
C -1.1 0.0 1.1
O -0.3 -2.3 -0.3
C 0.7 0.5 -0.2
H -0.4 -0.5 -0.1
H 0.0 0.5 0.0
H 0.1 0.3 0.4
H -0.3 -0.4 0.0
H 0.3 0.3 0.0
H -0.7 0.3 -0.4
H -0.4 -0.1 0.3
H 0.4 0.3 -0.2
H -0.3 0.3 -0.4
C 0.3 -0.6 -0.3
C -0.7 -0.5 0.0
O 0.5 1.0 -0.1
O -0.9 0.6 0.9
H -0.1 -0.4 0.3
H -0.2 0.5 -0.3
H 0.2 -1.1 0.3
H 0.0 0.2 -0.1
H 0.2 -0.2 0.0
H 0.1 0.4 -0.3
C -1.2 -1.1 -1.0
C -0.1 0.0 0.4
O -0.1 -0.2 0.6
O 0.5 0.0 0.3
H 0.7 0.5 -0.3
H -0.4 0.1 -0.3
H -0.2 0.7 0.3
H 0.6 -0.2 0.1
H -0.1 0.0 -0.1
H 0.2 0.2 0.0
C -0.8 1.0 0.6
C -2.1 0.3 -1.7
O 0.8 -0.5 1.5
O 1.3 -0.5 -1.1
H 0.5 0.3 0.1
H 0.6 -0.4 0.0
H 0.4 -0.2 0.1
H -0.1 0.2 -0.2
H -0.3 -0.2 0.3
H -0.2 0.6 0.8
C -0.4 -0.2 0.0
C -0.7 -1.0 1.3
O 0.2 0.5 -0.5
O 1.5 -0.1 0.1
H 0.0 -0.1 -0.3
H 0.0 0.3 -0.7
H -0.1 0.3 -0.2
H 0.2 0.0 0.0
H 0.0 0.3 0.0
H -0.3 0.3 0.0
C -0.4 0.7 0.5
C 1.1 1.1 0.5
O -1.3 -0.7 0.0
O 0.8 -0.7 -0.6
H -0.6 -0.8 -0.2
H -0.2 -0.1 -0.3
H 0.1 0.1 -0.3
H 0.1 -0.2 0.0
H 0.4 -0.1 0.1
H -0.1 0.3 0.1
C 0.5 -0.6 -0.5
Cl -0.4 0.0 0.1
Cl -0.1 0.0 0.4
H -0.2 0.0 0.0
H 0.0 0.4 -0.1
C -0.4 -0.5 0.5
Cl 0.1 0.1 -0.2
Cl -0.1 0.5 -0.2
H 0.3 0.2 -0.2
H 0.0 -0.4 0.0
C -0.2 -0.2 -0.4
Cl 0.3 0.3 0.3
Cl -0.8 -0.1 0.2
H 0.1 -0.1 0.1
H 0.5 0.1 0.0
C 0.2 0.7 -0.7
Cl 0.1 -0.3 0.8
Cl 0.0 -0.1 0.0
H 0.0 -0.2 -0.1
H -0.3 -0.1 -0.1

Results
gap between HOMO and LUMO: 9.61 eV
HOMO: -7.48 eV
E_tot: -233674.2449 eV
E_LUMO: 2.13 eV
charge: -1


Among the records above, which one has the highest HOMO? C17H47AsCl8F6O14P